1.
{
  "formula": "C19H14InNO3PSSbSe5",
  "method": "ωB97M-V/def2-TZVPD",
  "spin_multiplicity": 1,
  "total_energy_ev": -386134.501,
  "homo_lumo_gap_ev": 5.9,
  "total_charge": -2,
  "elements": ["In", "O", "S", "O", "O", "C", "C", "C", "C", "C", "C", "P", "C", "C", "C", "C", "C", "C", "C", "C", "C", "C", "C", "C", "H", "H", "H", "H", "H", "H", "H", "H", "H", "H", "H", "H", "H", "H", "Se", "Sb", "Se", "Se", "Se", "Se", "C", "N"],
  "xyz": [[0.6428, -0.9379, -3.0151], [3.7772, -2.9349, -0.2987], [2.5383, -2.2186, -0.4974], [2.6577, -0.7771, -0.7414], [1.6221, -2.8222, -1.4788], [1.6518, -2.2755, 1.0601], [2.1774, -3.0158, 2.1084], [1.6091, -2.9270, 3.3740], [0.5215, -2.0959, 3.5814], [-0.0129, -1.3734, 2.5211], [0.5415, -1.4441, 1.2479], [-0.2206, -0.5170, -0.1652], [0.1928, 1.2265, 0.1332], [-0.4362, 2.1628, -0.6920], [-0.0188, 3.4839, -0.6975], [1.0486, 3.8797, 0.0981], [1.6746, 2.9535, 0.9201], [1.2485, 1.6312, 0.9404], [-1.9844, -0.6540, 0.3205], [-2.6213, -1.8564, 0.0034], [-3.9756, -2.0241, 0.2341], [-4.7199, -0.9855, 0.7828], [-4.0971, 0.2069, 1.1126], [-2.7347, 0.3728, 0.8809], [3.0467, -3.6311, 1.9172], [2.0282, -3.4917, 4.1991], [0.0898, -1.9987, 4.5712], [-0.8710, -0.7332, 2.6889], [-1.2347, 1.8423, -1.3534], [-0.4943, 4.1956, -1.3603], [1.4285, 4.8906, 0.0329], [2.5285, 3.2526, 1.5158], [1.7674, 0.9040, 1.5525], [-2.0491, -2.6555, -0.4548], [-4.4585, -2.9526, -0.0409], [-5.7861, -1.1028, 0.9338], [-4.6714, 1.0192, 1.5428], [-2.2555, 1.3102, 1.1360], [3.5156, 5.2532, -2.7563], [4.1726, 3.0557, -3.4957], [2.5973, 1.0031, -3.1906], [2.6099, 2.0894, -5.3403], [6.5016, 2.7717, -4.0255], [-4.6708, -1.0333, -3.7378], [-2.9826, -0.6392, -3.2090], [-1.8948, -0.4073, -2.8586]],
  "atomic_forces_ev_per_a": [[-0.7, -0.8, 0.0], [-0.2, 0.0, 0.1], [-0.2, 0.2, -0.3], [0.1, -0.2, 0.1], [0.1, -0.2, 0.1], [0.2, 0.3, 0.1], [-0.1, 0.0, 0.0], [0.1, -0.1, -0.1], [-0.1, 0.1, 0.0], [-0.1, 0.0, 0.1], [0.0, 0.0, -0.1], [0.0, -0.2, 0.3], [0.0, 0.0, -0.1], [0.0, 0.1, 0.0], [0.0, 0.0, 0.0], [0.1, -0.1, 0.0], [0.0, 0.0, 0.0], [0.0, 0.0, 0.1], [-0.1, 0.0, -0.2], [0.0, 0.1, 0.0], [0.0, 0.0, 0.1], [0.0, 0.0, 0.0], [0.1, 0.0, 0.0], [0.0, 0.0, 0.1], [0.0, 0.0, 0.0], [0.0, 0.0, 0.0], [0.0, 0.0, 0.0], [0.0, 0.0, 0.0], [0.0, 0.0, 0.0], [0.0, 0.0, 0.0], [0.0, 0.0, 0.0], [0.0, 0.0, 0.0], [0.0, 0.0, 0.0], [0.0, 0.0, 0.0], [0.0, 0.0, 0.0], [0.0, 0.0, 0.0], [0.0, 0.0, 0.0], [0.0, 0.0, 0.0], [-0.1, -0.3, 0.1], [0.0, 0.3, -0.4], [1.1, 0.9, 0.2], [0.0, 0.1, 0.2], [-0.2, -0.2, 0.1], [0.2, 0.1, 0.1], [-0.1, -0.1, 0.0], [-0.2, 0.1, -0.1]]
}

2.
{
  "formula": "C6H13NO",
  "method": "ωB97M-V/def2-TZVPD",
  "spin_multiplicity": 1,
  "de_lowest_kj_mol": 360.75,
  "total_energy_ev": -9967.435,
  "smiles": "C=C/C(=C\\N)CC.O",
  "homo_lumo_gap_ev": 9.1,
  "elements": ["C", "C", "C", "C", "N", "C", "C", "H", "H", "H", "H", "H", "H", "H", "H", "H", "H", "H", "O", "H", "H"],
  "xyz": [[-1.0062, 2.3590, -0.4303], [-1.1468, 1.1328, -0.2122], [0.1927, 0.3396, 0.2433], [1.2610, 0.4692, -0.6075], [1.0397, 0.8321, -1.9793], [-0.1536, -0.5297, 1.3677], [0.8167, -1.5037, 1.9768], [-1.6757, 3.1258, -0.8622], [-0.0357, 2.8531, -0.3074], [-1.9879, 0.5051, -0.2715], [2.2123, 0.0559, -0.5653], [0.0596, 1.1360, -2.2669], [1.6608, 1.6958, -2.1037], [-0.4872, 0.2488, 2.1649], [-1.0718, -0.9997, 1.2046], [1.1070, -2.2976, 1.3955], [0.3170, -2.0276, 2.7948], [1.7104, -1.0892, 2.3581], [-1.2204, -2.3299, -1.2263], [-0.3322, -2.5481, -1.6214], [-1.2595, -1.4279, -1.0518]],
  "atomic_forces_ev_per_a": [[0.3, 6.5, -1.5], [3.3, -5.3, 1.7], [-0.9, 1.1, -2.9], [-4.3, -0.6, -0.2], [0.7, 3.1, -0.5], [1.1, 2.4, 2.9], [-1.3, 0.5, 1.5], [-0.4, -1.0, 0.5], [-0.1, -0.5, 0.2], [-1.4, -0.3, -0.2], [1.6, -0.8, 1.0], [1.8, -0.6, 1.1], [-1.1, -1.6, -0.6], [0.6, -1.3, -0.6], [-1.4, -1.0, -0.8], [0.6, -1.7, -2.2], [0.0, 0.3, 0.3], [0.9, 0.8, 0.5], [1.1, -3.2, -1.1], [-1.4, 0.8, 0.7], [0.4, 2.4, 0.3]]
}

3.
{
  "formula": "C4H7NS",
  "method": "ωB97M-V/def2-TZVPD",
  "spin_multiplicity": 1,
  "de_lowest_kj_mol": 133.16,
  "total_energy_ev": -16585.551,
  "smiles": "C[C@H]1C=NCS1",
  "homo_lumo_gap_ev": 9.7,
  "elements": ["C", "C", "C", "N", "C", "S", "H", "H", "H", "H", "H", "H", "H"],
  "xyz": [[-0.1477, -0.6201, 1.5377], [0.4973, 0.0370, 0.3607], [0.3919, -0.4782, -1.1712], [-0.0564, 0.1657, -2.1166], [-0.4572, 1.5344, -1.7743], [-0.2574, 1.7375, 0.1402], [-1.1628, -0.7949, 1.2097], [-0.1920, 0.0799, 2.4267], [0.3598, -1.5236, 2.0384], [1.6684, 0.1750, 0.5669], [0.8550, -1.4285, -1.4571], [0.1534, 2.2496, -2.2978], [-1.4989, 1.5986, -2.0491]],
  "atomic_forces_ev_per_a": [[0.1, -0.7, 1.9], [3.0, 1.9, -2.0], [1.3, -2.0, 3.0], [-0.4, 2.5, -0.8], [-0.2, -1.3, 1.4], [0.2, -0.7, -1.3], [-0.4, -0.6, 0.5], [0.0, -0.4, -1.2], [-0.7, 1.0, -1.5], [-2.4, -0.3, -0.5], [-0.3, -0.2, 0.6], [0.2, 0.2, -0.1], [-0.3, 0.5, 0.1]]
}

4.
{
  "formula": "C19H51N3O8S5",
  "method": "ωB97M-V/def2-TZVPD",
  "spin_multiplicity": 1,
  "de_lowest_kj_mol": 274.03,
  "total_energy_ev": -95549.115,
  "homo_lumo_gap_ev": 8.8,
  "elements": ["C", "S", "O", "C", "H", "H", "H", "H", "H", "H", "C", "S", "O", "C", "H", "H", "H", "H", "H", "H", "C", "S", "O", "C", "H", "H", "H", "H", "H", "H", "C", "S", "O", "C", "H", "H", "H", "H", "H", "H", "C", "S", "O", "C", "H", "H", "H", "H", "H", "H", "C", "O", "N", "C", "C", "H", "H", "H", "H", "H", "H", "H", "C", "O", "N", "C", "C", "H", "H", "H", "H", "H", "H", "H", "C", "O", "N", "C", "C", "H", "H", "H", "H", "H", "H", "H"],
  "xyz": [[-5.3942, 2.4718, -2.5891], [-6.5169, 1.9111, -3.9872], [-7.3813, 0.7521, -3.3727], [-7.7310, 3.3762, -4.0430], [-4.8786, 3.3505, -2.9766], [-4.7122, 1.7291, -2.1752], [-5.9502, 2.7840, -1.7051], [-8.2555, 3.5106, -3.0970], [-8.4939, 3.0730, -4.7601], [-7.3041, 4.3497, -4.2840], [-0.7802, -0.0941, 1.2383], [0.3987, 0.1690, -0.1687], [1.8126, 0.2589, 0.4002], [0.2592, -1.4800, -1.0416], [-1.7687, 0.1256, 0.8348], [-0.6571, 0.5893, 2.0785], [-0.8671, -1.0726, 1.7105], [0.2945, -2.2532, -0.2741], [1.1249, -1.6322, -1.6863], [-0.6665, -1.6081, -1.6027], [-7.1225, 1.0914, 5.3657], [-5.7929, 0.5076, 4.1959], [-4.8930, 1.7571, 4.3588], [-5.0672, -0.6824, 5.3599], [-7.6958, 1.7658, 4.7297], [-6.7201, 1.6753, 6.1935], [-7.6633, 0.2775, 5.8486], [-5.6622, -1.5781, 5.5382], [-5.0036, -0.1703, 6.3200], [-4.1174, -1.0377, 4.9601], [2.5375, -6.7710, -2.1219], [0.7941, -7.1951, -2.5283], [0.7469, -7.7086, -3.9660], [0.5475, -8.6181, -1.4270], [2.8500, -5.9799, -2.8035], [3.2434, -7.5604, -2.3801], [2.6740, -6.4529, -1.0883], [-0.4353, -9.0026, -1.6998], [0.5179, -8.4244, -0.3548], [1.2918, -9.3975, -1.5904], [-0.6506, 0.6840, -6.2280], [-1.4104, 1.7403, -7.5083], [-2.8403, 2.0738, -7.1087], [-1.3040, 0.5659, -9.0054], [-1.2994, 0.6532, -5.3526], [0.3672, 1.0102, -6.0141], [-0.6523, -0.3604, -6.5398], [-2.2064, -0.0450, -9.0268], [-0.4397, -0.0657, -8.8000], [-1.1046, 1.3041, -9.7822], [5.6410, -0.7855, -2.4032], [5.2096, -1.4020, -3.3816], [6.5374, -1.1966, -1.4763], [7.1523, -2.5528, -1.4972], [7.2641, -0.2901, -0.6054], [5.4431, 0.2677, -2.1508], [6.6379, -3.2320, -2.1770], [7.2142, -3.0839, -0.5474], [8.1462, -2.4839, -1.9395], [7.0323, 0.7608, -0.7787], [7.1412, -0.4236, 0.4693], [8.3332, -0.4714, -0.7164], [2.0621, -2.0496, 4.8440], [1.1068, -2.3059, 5.6008], [3.2188, -1.5610, 5.2409], [4.2994, -1.2460, 4.3223], [3.5681, -1.2231, 6.6478], [1.9916, -2.1678, 3.7517], [4.2558, -1.7060, 3.3351], [5.2512, -1.4044, 4.8293], [4.2141, -0.1757, 4.1346], [3.7378, -0.1517, 6.7544], [2.7135, -1.3790, 7.3062], [4.4191, -1.7458, 7.0844], [-1.0769, 5.5379, 1.9284], [-1.6094, 5.4233, 0.7899], [-0.0259, 6.3741, 2.1817], [0.4775, 6.4038, 3.5604], [0.7202, 7.2538, 1.2272], [-1.5036, 5.0563, 2.8218], [1.5125, 6.0626, 3.5803], [-0.1454, 5.7025, 4.1157], [0.3650, 7.3830, 4.0258], [0.5642, 8.2695, 1.5906], [1.7708, 6.9682, 1.2799], [0.3384, 7.2077, 0.2072]],
  "atomic_forces_ev_per_a": [[-0.8, 0.7, -0.2], [-2.0, -1.3, 2.6], [1.7, 2.3, -1.4], [0.4, -0.5, 0.5], [0.3, -0.1, 0.0], [0.0, -0.3, -0.9], [-0.6, 0.1, -0.3], [0.3, -0.5, 0.3], [0.3, 0.0, -0.2], [0.4, -0.3, -0.4], [-0.6, -0.3, -0.2], [1.2, -0.3, 0.8], [-1.6, -0.5, -0.6], [0.0, 0.0, 1.1], [-0.1, 0.1, -0.2], [0.6, 0.4, -0.5], [0.6, -0.4, -0.4], [0.0, 0.0, 0.1], [0.0, 0.5, 0.0], [0.0, 0.4, 0.0], [0.0, -0.6, -0.5], [0.8, 2.7, 2.7], [-0.7, -1.9, -1.1], [-0.2, -0.4, 0.1], [-0.4, -0.3, 0.3], [0.8, 0.0, -0.4], [-0.5, -0.1, -0.6], [-0.4, 0.1, -0.4], [0.5, 0.1, -0.2], [0.1, 0.4, 0.2], [0.2, -0.3, -0.7], [0.3, -0.1, -1.1], [0.3, 0.4, 2.1], [0.0, -0.5, -0.2], [-0.5, 0.3, 0.1], [-0.3, -0.5, 0.3], [-0.3, -0.1, 0.0], [0.0, 0.0, -0.1], [0.1, 0.6, -0.1], [0.0, 0.1, -0.3], [-0.6, -0.9, -0.2], [-0.6, 0.5, 0.0], [1.5, -1.0, -0.6], [0.0, 0.9, 1.9], [0.1, 0.7, 0.1], [-0.2, 0.1, 0.0], [0.3, 0.0, -0.3], [0.0, 0.3, -0.4], [0.1, 0.1, -0.3], [-0.4, -0.6, -0.4], [0.3, -0.1, -1.0], [0.5, 0.7, 1.8], [0.9, -2.1, 0.8], [-0.3, 0.1, -1.2], [0.2, 0.3, 0.3], [-0.6, 0.1, -0.5], [-0.5, 0.4, 0.0], [-0.1, 0.6, 0.3], [0.3, 0.1, 0.3], [0.0, -0.1, -0.4], [-0.7, -0.5, 0.1], [0.1, 0.3, -0.5], [-2.6, -0.6, 1.3], [1.3, 0.3, -1.2], [2.5, 0.1, 1.4], [-0.3, 1.1, 0.0], [-1.4, 0.3, 0.0], [0.1, -0.1, 0.0], [-0.2, -0.5, 0.3], [0.0, -0.3, -0.3], [0.4, 0.3, -0.2], [0.3, 0.1, -0.4], [-0.1, -0.4, -0.3], [0.1, -0.3, -0.6], [-1.0, 1.2, -3.8], [1.4, 0.0, 2.9], [0.2, -0.1, 0.5], [-0.5, -0.4, -0.6], [-1.2, -0.8, 0.8], [0.3, -0.1, -0.1], [0.1, 0.1, 0.2], [0.3, 0.0, 0.2], [0.2, 0.1, -0.1], [0.3, 0.1, -0.1], [0.0, 0.2, -0.2], [-0.1, -0.4, 0.2]]
}

5.
{
  "formula": "C43H44Br3F5O9",
  "method": "ωB97M-V/def2-TZVPD",
  "spin_multiplicity": 1,
  "de_lowest_kj_mol": 0.00,
  "total_energy_ev": -287445.498,
  "homo_lumo_gap_ev": 8.3,
  "elements": ["C", "C", "C", "O", "C", "O", "O", "H", "H", "H", "H", "H", "H", "C", "C", "C", "O", "C", "O", "O", "H", "H", "H", "H", "H", "H", "C", "C", "C", "O", "C", "O", "O", "H", "H", "H", "H", "H", "H", "F", "C", "C", "C", "C", "C", "C", "H", "H", "H", "H", "H", "F", "C", "C", "C", "C", "C", "C", "H", "H", "H", "H", "H", "F", "C", "C", "C", "C", "C", "C", "H", "H", "H", "H", "H", "F", "C", "C", "C", "C", "C", "C", "H", "H", "H", "H", "H", "F", "C", "C", "C", "C", "C", "C", "H", "H", "H", "H", "H", "C", "Br", "Br", "Br", "H"],
  "xyz": [[-0.7069, -1.7473, -4.4900], [0.0972, -0.6119, -3.8691], [0.5069, 0.4326, -4.9197], [0.2848, 1.6375, -4.2071], [-0.5641, 1.4295, -3.1692], [-1.1609, 2.2707, -2.5053], [-0.7869, 0.1211, -3.0724], [-1.2428, -2.2355, -3.6760], [-0.0543, -2.4855, -4.9561], [-1.4132, -1.3086, -5.1949], [0.9251, -1.0264, -3.2940], [-0.0304, 0.2988, -5.8586], [1.5594, 0.3623, -5.1943], [-3.0124, -3.2731, 4.1266], [-3.0163, -4.5223, 3.2725], [-4.4205, -5.1513, 3.0856], [-4.5593, -5.3574, 1.6937], [-3.5168, -4.9021, 1.0188], [-3.4225, -4.8914, -0.1815], [-2.7392, -4.2244, 1.8940], [-2.0035, -2.8979, 4.2984], [-3.3717, -3.5913, 5.1053], [-3.7321, -2.5106, 3.8286], [-2.2533, -5.1768, 3.6936], [-5.2346, -4.5403, 3.4755], [-4.5049, -6.1527, 3.5078], [-0.2723, 0.9622, 0.6892], [-0.0603, -0.5348, 0.9216], [-0.6486, -1.5278, -0.0372], [0.4911, -2.2721, -0.5127], [1.5713, -1.7377, -0.0635], [2.6946, -2.0922, -0.3399], [1.3259, -0.7866, 0.8032], [-1.3031, 1.2948, 0.8110], [0.0199, 1.1855, -0.3369], [0.3257, 1.5382, 1.3954], [-0.4827, -0.8148, 1.8866], [-1.2220, -1.0004, -0.7995], [-1.3275, -2.1390, 0.5576], [-2.1784, 3.8887, 1.2615], [-1.3166, 4.7845, 0.7575], [-0.2974, 5.4359, 1.5410], [0.5011, 6.3736, 0.8467], [0.2401, 6.6878, -0.4853], [-0.7292, 6.0142, -1.2344], [-1.4870, 5.0146, -0.6062], [-0.2056, 5.2324, 2.5977], [1.2988, 6.8906, 1.3593], [0.7642, 7.5215, -0.9288], [-0.8373, 6.3923, -2.2403], [-2.3183, 4.4943, -1.0586], [5.7197, 1.9719, 0.5289], [4.5357, 2.4026, 0.0545], [3.6071, 3.1339, 0.8143], [2.3729, 3.4453, 0.3178], [2.0758, 3.0302, -1.0000], [2.9202, 2.2433, -1.8046], [4.1756, 1.9859, -1.2638], [3.9267, 3.3102, 1.8308], [1.6802, 3.9127, 1.0020], [1.0965, 3.1916, -1.4257], [2.6633, 1.8544, -2.7789], [4.9150, 1.4401, -1.8311], [4.3883, -6.7623, -5.4765], [3.9779, -5.6221, -4.9162], [4.2189, -5.5106, -3.5116], [3.7892, -4.3652, -2.8402], [3.1289, -3.3599, -3.6105], [2.9305, -3.4964, -4.9220], [3.2377, -4.6439, -5.6016], [4.7157, -6.3435, -3.0363], [3.8481, -4.1481, -1.7839], [2.6760, -2.5100, -3.1218], [2.5299, -2.6363, -5.4380], [3.1042, -4.7852, -6.6640], [-3.5940, -0.2617, 0.0032], [-4.5984, 0.1956, -0.7694], [-4.3391, 1.2226, -1.6699], [-5.3232, 1.5682, -2.6218], [-6.6152, 1.0498, -2.4869], [-6.8904, 0.0749, -1.5722], [-5.8646, -0.4066, -0.7062], [-3.3165, 1.5700, -1.6615], [-5.1825, 2.2301, -3.4635], [-7.3572, 1.3525, -3.2108], [-7.8721, -0.3672, -1.4872], [-6.0641, -1.0913, 0.1049], [2.2155, 3.0311, 5.8374], [2.9091, 2.0859, 5.1875], [2.6006, 1.6833, 3.9071], [3.3700, 0.7036, 3.1867], [4.5856, 0.2914, 3.8306], [4.9640, 0.7488, 5.0792], [4.1008, 1.5624, 5.7844], [1.7726, 2.1314, 3.3779], [3.0605, 0.3965, 2.1986], [5.2238, -0.4334, 3.3470], [5.8900, 0.4170, 5.5250], [4.2860, 1.8118, 6.8188], [-1.3367, 0.1476, 6.1853], [0.5147, -0.5545, 6.5046], [-2.6074, -0.9418, 7.1703], [-1.6530, 0.1523, 4.2485], [-1.2860, 1.1398, 6.6337]],
  "atomic_forces_ev_per_a": [[0.3, 0.1, 0.6], [-0.1, -1.2, -1.9], [1.1, -1.0, 0.7], [-0.3, 1.4, 0.1], [-1.7, 1.4, 0.2], [1.9, -1.6, -1.5], [-0.5, 0.2, 1.6], [-0.1, -0.2, -0.2], [-0.1, 0.1, -0.2], [-0.1, -0.3, 0.0], [0.1, 0.3, 0.2], [-0.6, 0.6, 0.2], [0.1, 0.2, 0.2], [-0.3, -0.5, 0.5], [-1.1, 0.6, -0.6], [0.3, -1.0, 0.8], [-1.0, -0.9, -0.2], [-0.4, 1.7, -0.9], [0.4, -0.3, 1.5], [1.8, 0.2, -0.4], [-0.1, 0.2, -0.3], [0.1, -0.1, 0.3], [0.3, 0.1, -0.4], [-0.1, -0.4, -0.4], [0.1, 0.2, -0.2], [0.0, 0.2, 0.4], [-0.2, -0.5, -0.3], [-0.6, 1.2, 0.6], [-1.0, 0.2, 0.1], [-2.8, -0.8, -1.4], [3.3, -0.5, 0.3], [-0.7, 0.1, -0.2], [0.5, 1.2, 1.5], [-0.1, -0.3, 0.0], [0.1, 0.2, 0.1], [0.2, -0.1, -0.1], [0.9, 0.1, 0.5], [0.3, -0.5, -0.6], [0.1, -0.6, -0.7], [0.1, -0.1, 0.8], [1.6, 1.1, -0.3], [-1.2, -0.4, -1.9], [-1.0, -0.6, 0.4], [-0.2, -0.3, 0.2], [0.4, 0.2, 1.1], [0.1, 0.9, 0.3], [0.1, 0.0, 0.0], [0.0, 0.0, 0.2], [0.2, -0.1, -0.1], [-0.5, -0.6, -0.2], [0.2, -0.1, -0.4], [-0.3, 0.5, 0.2], [-1.9, -0.3, -2.2], [2.5, -1.2, 0.5], [0.0, -0.7, -1.4], [-1.0, -0.5, -0.3], [0.8, 1.1, 2.0], [0.9, 0.0, 1.1], [-0.3, 0.4, 0.2], [-0.3, 0.2, -0.5], [-0.3, 0.4, 0.3], [-0.2, 0.2, 0.0], [0.1, -0.2, 0.0], [0.0, -0.1, -0.6], [-1.0, 1.1, 2.1], [-0.3, 0.6, -1.0], [-0.9, 0.6, -1.4], [0.6, -0.7, 2.9], [-0.7, 0.7, -1.7], [2.1, -2.0, -0.5], [0.1, 0.1, 0.2], [0.3, -0.5, 0.1], [0.5, 0.2, 0.3], [-0.4, -0.1, -0.3], [-0.2, 0.2, -0.1], [0.0, 0.1, 0.3], [-1.7, 0.0, -0.9], [0.0, -0.6, -0.8], [-0.1, -0.2, 1.2], [0.7, 0.2, -1.0], [1.0, -1.1, 1.7], [0.0, 1.3, -0.2], [0.0, 0.4, -0.4], [0.5, 0.3, 0.3], [-0.2, 0.0, 0.1], [-0.1, 0.0, 0.0], [-0.1, -0.4, -0.2], [-0.3, -0.2, 0.0], [2.6, -1.4, -0.2], [0.0, -0.8, -1.3], [1.3, 1.3, 2.9], [-1.4, -0.2, -1.7], [-0.9, 0.0, 0.1], [-1.4, 1.0, 0.2], [-0.3, 0.1, 0.1], [0.1, -0.1, 0.0], [0.0, 0.0, -0.3], [0.0, 0.0, 0.1], [0.2, 0.3, 0.0], [1.2, -0.8, 0.0], [-0.9, 0.3, -0.2], [0.2, 0.4, -0.4], [-0.1, 0.4, 1.0], [-0.4, -0.1, -0.5]]
}

no.,strongest force on any atom (eV/A),LUMO level (eV),HOMO energy (eV)
1,1.41,3.48,-2.42
2,6.65,0.89,-8.19
3,4.09,0.91,-8.78
4,4.04,0.23,-8.55
5,3.44,-0.47,-8.76